# 1
A molecular structure, C31H43Cl2IrOP3S in a non-equilibrium geometry, computed with the ωB97M-V functional and the def2-TZVPD basis.

Structure (XYZ):
```
82
Properties=species:S:1:pos:R:3:forces:R:3:mulliken_spin:R:1
P 1.1260 1.6573 -5.3114 -0.522 -0.127 -2.925 0.01
C 2.7931 1.7658 -6.1281 0.212 0.667 0.628 0.03
C 3.1447 1.0924 -7.3090 -1.409 0.082 1.106 0.18
H 2.4686 0.3599 -7.7510 0.076 0.182 0.157 0.09
C 4.3563 1.3791 -7.9506 2.153 0.935 -0.277 0.21
H 4.5952 0.8779 -8.8873 0.027 0.150 0.182 -0.01
C 5.2453 2.3022 -7.3891 -0.019 -0.351 -0.437 0.01
H 6.1813 2.5305 -7.8961 -0.240 -0.049 0.159 0.01
C 4.9350 2.9195 -6.1709 1.655 0.084 -1.133 0.25
H 5.6345 3.6248 -5.7213 -0.135 -0.146 -0.153 0.00
C 3.7259 2.6392 -5.5301 -2.236 -1.177 0.082 0.25
H 3.4830 3.1106 -4.5765 0.087 -0.044 -0.236 0.01
C 0.4038 0.2979 -6.3435 2.156 0.542 4.020 0.52
C 0.6910 -1.0233 -5.9481 -0.126 -1.835 -0.326 -0.01
H 1.2110 -1.2023 -5.0042 -0.076 -0.006 -0.259 -0.04
C 0.3443 -2.0999 -6.7647 2.076 0.601 4.096 0.36
H 0.5951 -3.1124 -6.4538 -0.019 0.229 -0.044 0.01
C -0.3133 -1.8738 -7.9817 -1.730 0.184 -3.337 0.54
H -0.5578 -2.7119 -8.6320 0.018 0.249 0.166 0.02
C -0.6559 -0.5739 -8.3515 0.183 1.124 0.214 -0.10
H -1.1856 -0.3847 -9.2882 0.172 -0.107 0.331 0.00
C -0.3210 0.5092 -7.5332 -2.356 -0.063 -3.964 0.47
H -0.5981 1.5188 -7.8328 -0.028 -0.320 0.050 0.06
C 0.3225 3.1032 -6.1639 0.205 0.309 0.149 0.00
C 0.8806 3.7805 -7.2637 -0.453 -0.025 0.052 0.00
H 1.8910 3.5512 -7.5988 -0.280 0.071 -0.032 0.02
C 0.1289 4.7386 -7.9571 0.138 -0.179 0.278 0.01
H 0.5657 5.2255 -8.8290 -0.174 -0.068 0.239 0.00
C -1.1614 5.0564 -7.5298 0.057 -0.051 -0.017 0.00
H -1.7482 5.7952 -8.0812 0.196 -0.257 0.229 0.00
C -1.6936 4.4391 -6.3935 0.017 0.009 -0.039 0.01
H -2.6961 4.7029 -6.0480 0.366 -0.061 -0.103 0.00
C -0.9525 3.4806 -5.7022 0.255 -0.202 -0.073 0.00
H -1.3598 3.0084 -4.8009 0.058 0.132 -0.351 0.00
Ir 0.1436 0.1789 -0.5390 0.496 1.465 -1.834 1.23
C -1.7242 -0.4880 -0.8570 -0.356 -0.645 0.217 0.02
C -2.1749 -0.9040 -2.0563 -0.454 0.158 0.199 -0.02
H -2.3606 -0.5680 0.0374 0.216 -0.155 -0.354 -0.03
C -1.2835 -0.6080 -3.2461 -0.761 -0.482 -0.662 0.02
O -2.0383 0.2161 -4.1629 0.382 -0.327 -0.055 0.05
H -1.5374 0.3283 -4.9966 -0.151 -0.190 0.482 0.05
C -0.0655 0.0914 -2.7795 0.636 1.622 0.426 0.10
H -1.0034 -1.5557 -3.7414 0.080 0.278 -0.056 -0.01
C 0.7818 1.0069 -2.6925 -0.319 -1.346 0.254 0.07
Cl -0.3747 -0.3611 1.7119 -0.578 -0.548 2.265 0.31
Cl 2.3196 1.0020 0.0502 0.647 0.156 -0.063 0.00
P 1.2638 -1.8512 -0.4022 0.119 -0.965 0.677 0.15
C 2.0955 -2.1694 1.1878 0.056 -0.061 -0.170 0.01
H 1.3489 -2.3838 1.9564 0.150 0.035 -0.187 0.00
H 2.6600 -1.2768 1.4744 -0.130 -0.193 -0.055 0.00
H 2.7757 -3.0193 1.0724 -0.065 0.064 0.009 0.00
C 0.1510 -3.2620 -0.6265 0.272 -0.432 -0.166 0.01
H -0.4091 -3.1676 -1.5626 0.099 -0.003 0.113 0.00
H -0.5559 -3.3015 0.2094 0.161 0.078 -0.109 0.00
H 0.7451 -4.1824 -0.6531 -0.233 -0.007 0.039 0.00
C 2.5805 -2.0050 -1.6392 0.044 -0.274 -0.159 0.02
H 3.3780 -1.2911 -1.4058 -0.206 -0.134 -0.001 0.00
H 2.1943 -1.7960 -2.6419 0.053 -0.045 0.130 -0.01
H 2.9684 -3.0299 -1.6048 0.056 0.191 -0.078 0.00
P -3.8400 -1.6260 -2.2377 1.680 0.701 -0.190 0.00
C -4.2726 -2.4408 -0.7056 -0.251 -0.195 0.134 0.00
C -3.8288 -2.8136 -3.5895 -0.218 -0.201 -0.079 0.00
H -4.2046 -1.7345 0.1303 -0.056 -0.167 -0.204 0.00
H -3.5947 -3.2851 -0.5195 -0.153 0.269 -0.093 0.00
H -5.3023 -2.8158 -0.7801 0.212 0.082 0.070 0.00
H -3.3877 -2.3564 -4.4874 -0.170 -0.090 0.288 0.00
H -4.8705 -3.1052 -3.8040 0.407 0.042 0.010 0.00
H -3.2580 -3.7105 -3.3068 -0.150 0.307 -0.080 0.00
C -4.9716 -0.2988 -2.6321 -0.433 -0.038 -0.127 0.00
H -5.2889 0.1974 -1.7075 0.063 -0.047 -0.209 0.00
H -5.8466 -0.7127 -3.1510 0.101 0.238 0.166 0.00
H -4.4473 0.4139 -3.2813 -0.155 -0.222 0.145 0.00
H 1.6271 1.6617 -2.8766 -0.702 -0.463 0.827 -0.04
C -2.1889 2.4125 0.3956 -0.241 0.742 -0.085 -0.01
S -0.4126 2.4407 0.1872 -0.339 0.263 0.406 0.13
C 0.0550 2.6751 1.9250 0.143 0.446 0.011 0.01
H -2.6383 1.9323 -0.4718 0.011 0.091 -0.018 0.00
H -2.5007 3.4599 0.4403 -0.291 -0.249 0.116 0.01
H -2.4630 1.8866 1.3082 0.057 -0.083 -0.043 0.00
H 0.0680 3.7543 2.0952 0.024 -0.115 0.023 0.01
H -0.6735 2.2018 2.5842 0.141 -0.057 -0.226 0.00
H 1.0501 2.2596 2.0902 -0.196 0.028 -0.134 0.00
```
Positions in Å, forces in eV/Å.

As for the expectation value of S²: 8.822. The calculation puts the HOMO-LUMO gap (spin up / spin down) at 4.02 / 2.46 eV. As for the spin multiplicity: 6. The total charge is +2.

***

# 2
2 unconnected molecules or ions with the total composition C4H9N2 in a non-equilibrium geometry, computed with the ωB97M-V functional and the def2-TZVPD basis.

Structure (XYZ):
```
15
Properties=species:S:1:pos:R:3:forces:R:3:lowdin_charge:R:1
C 0.4817 1.1009 0.2862 -2.278 0.353 0.665 0.12
C -1.9472 -0.0513 -0.7380 -3.675 -0.212 0.567 -0.10
C -1.6790 0.6591 0.4850 6.019 -3.036 -2.635 -0.03
C 2.4814 -0.4453 -0.1544 -1.064 3.221 0.341 0.02
N 1.0727 0.0227 0.0104 -2.371 -2.383 0.479 -0.05
N -1.5234 -0.7257 0.5104 -0.180 0.648 -0.384 0.01
H 0.8252 2.1521 0.4923 0.314 -1.400 -0.550 0.13
H -2.9914 -0.0912 -1.1729 1.051 -0.159 1.068 0.15
H -1.2607 -0.1175 -1.4861 2.034 0.034 -1.894 0.07
H -2.0487 1.3293 1.1141 -1.795 2.592 2.500 0.08
H 2.9155 -0.4501 0.8046 0.832 0.824 1.210 0.09
H 2.9071 0.2415 -0.8672 0.712 -0.129 -0.029 0.11
H 2.5631 -1.4322 -0.3912 -0.506 -2.620 -1.507 0.06
H -2.1053 -1.3259 1.0744 -0.362 0.020 0.004 0.14
H 0.3089 -0.8666 0.0323 1.267 2.247 0.169 0.20
```
Positions in Å, forces in eV/Å.

The calculation puts the HOMO-LUMO gap at 10.58 eV. The value obtained for the energy above the lowest of the compared OMol25 structures with the same formula, charge and spin is 5.435 eV. As for the spin multiplicity: 1. The total charge is +1.

***

# 3
A molecular structure, C31H31Br69F3N2 in a non-equilibrium geometry, computed with the ωB97M-V functional and the def2-TZVPD basis.

Structure (XYZ):
```
136
Properties=species:S:1:pos:R:3:forces:R:3:lowdin_charge:R:1
F -3.9190 0.8620 2.7254 0.245 2.898 -1.947 0.06
C -3.5581 1.8812 1.8522 0.737 1.178 -1.167 -0.16
F -3.1620 3.1065 2.4268 -0.637 -3.750 -0.836 -0.04
C -3.5043 1.7925 0.4612 -0.286 -0.979 1.136 -0.15
F -2.5001 2.5434 -0.2113 -2.242 -0.776 1.083 0.00
C -4.4460 0.8809 -0.4425 1.340 -0.218 0.796 -0.07
C -3.5217 -0.1494 -1.2833 -1.202 0.883 0.163 -0.06
N -2.7647 -0.9529 -0.2387 1.698 1.726 -2.221 -0.14
C -1.4162 -0.6875 -0.1305 1.524 -1.048 1.969 -0.12
C -0.5098 -1.3583 0.8852 -5.164 -2.136 1.337 -0.08
C -1.3182 -2.3329 1.7401 -0.555 2.694 -3.317 0.06
C -2.7773 -2.4531 1.3749 0.138 -0.838 0.991 -0.03
N -3.5336 -1.7981 0.4150 3.844 -1.252 2.656 0.16
H -5.1334 0.3090 0.2744 0.952 0.742 -1.058 0.12
H -5.1036 1.5170 -1.1147 1.054 -0.671 0.858 0.03
H -2.8262 0.4347 -1.9600 -0.573 -0.897 1.002 0.13
H -4.1436 -0.8594 -1.9143 0.790 0.787 0.984 0.12
H -0.9445 0.0732 -0.8323 -1.268 -1.023 0.953 0.08
H 0.6170 -1.1323 1.0216 -2.793 -0.914 0.081 -0.05
H -0.8823 -2.9366 2.5885 -0.608 0.758 -1.163 0.03
H -3.3755 -3.2112 1.9898 0.816 1.308 -1.076 0.11
C -4.3603 5.1425 0.0759 0.021 -0.015 -0.056 -1.56
Br -3.2165 6.2277 -1.0524 -0.215 -0.176 0.234 0.59
Br -4.4846 5.8540 1.8760 -0.153 0.010 -0.316 0.65
Br -6.1122 4.8792 -0.7124 0.394 -0.029 0.348 0.52
H -3.8939 4.1636 0.1525 -0.119 0.432 -0.003 -0.08
C -8.9402 2.2267 -2.8041 -0.163 0.092 -0.047 -1.55
Br -7.0534 1.7791 -2.7670 -0.413 0.070 -0.180 0.56
Br -10.0513 0.7021 -2.3574 0.406 0.334 0.373 0.56
Br -9.3388 3.7600 -1.6877 0.079 -0.344 -0.208 0.58
H -9.1795 2.5068 -3.8289 0.102 -0.086 0.181 -0.05
C 3.5487 0.3243 0.1101 0.505 0.222 -0.089 -1.51
Br 4.6179 -1.1578 -0.5313 -0.570 0.307 0.198 0.56
Br 4.1218 2.0123 -0.6503 -0.178 -0.360 0.111 0.60
Br 1.6508 0.0139 -0.1693 2.384 1.564 -0.656 0.73
H 3.7053 0.3896 1.1848 -0.111 -0.020 -0.241 -0.01
C 1.5963 -4.8317 4.4596 0.122 -0.156 0.113 -1.58
Br 2.6816 -6.3043 3.8244 -0.205 0.387 -0.006 0.59
Br 2.1443 -3.1427 3.6779 -0.091 -0.259 0.044 0.57
Br -0.2966 -5.1686 4.1991 0.276 0.028 0.031 0.60
H 1.7605 -4.7543 5.5327 -0.054 -0.019 -0.227 -0.05
C 6.8897 -6.2709 2.8259 0.101 0.125 0.172 -1.60
Br 6.5085 -5.1924 1.2609 -0.093 -0.262 0.246 0.54
Br 6.5059 -5.3135 4.4660 -0.023 -0.135 -0.374 0.52
Br 5.9885 -7.9882 2.7625 0.099 0.283 0.011 0.56
H 7.9587 -6.4738 2.8181 -0.258 0.009 -0.003 -0.07
C -6.6688 6.9584 -4.6601 -0.003 0.093 -0.008 -1.59
Br -7.1945 7.7604 -2.9740 0.072 -0.181 -0.353 0.56
Br -5.5120 5.4233 -4.4014 -0.203 0.226 -0.116 0.51
Br -8.2040 6.5240 -5.7617 0.266 0.021 0.248 0.57
H -6.0905 7.7049 -5.1999 -0.134 -0.187 0.129 -0.02
C -7.0224 1.4348 4.8080 -0.354 -0.078 0.088 -1.64
Br -7.3264 2.5819 3.2726 0.101 -0.153 0.152 0.56
Br -7.3665 2.3615 6.4785 -0.244 -0.105 -0.462 0.57
Br -8.0259 -0.2187 4.6767 0.178 0.434 0.376 0.54
H -5.9713 1.1702 4.8007 -0.303 0.082 -0.087 -0.16
C 8.9816 -2.4780 6.1770 0.062 -0.006 -0.104 -1.60
Br 7.2610 -2.6303 7.0603 0.265 0.018 -0.168 0.55
Br 9.8555 -4.1993 6.0151 -0.222 0.228 0.118 0.51
Br 8.8413 -1.5802 4.4646 -0.065 -0.217 0.309 0.53
H 9.6098 -1.8564 6.8122 -0.139 -0.145 -0.128 -0.11
C -1.5589 7.4781 3.4995 -0.060 0.103 -0.030 -1.62
Br -0.1831 6.2729 2.8541 -0.235 0.202 0.116 0.54
Br -2.0984 7.0541 5.3136 0.095 0.078 -0.325 0.55
Br -1.0316 9.3345 3.3201 -0.059 -0.390 0.066 0.58
H -2.4308 7.3325 2.8660 0.261 0.026 0.134 -0.12
C -3.3029 3.2816 6.0529 -0.004 0.208 -0.059 -1.57
Br -1.6709 3.2386 5.0125 -0.076 -0.056 0.468 0.58
Br -4.0812 1.5152 6.2369 0.923 0.137 0.271 0.63
Br -3.0442 4.1435 7.7708 -0.053 -0.260 -0.372 0.59
H -4.0173 3.8862 5.4970 0.136 -0.129 0.125 -0.02
C 8.6978 -1.0925 -1.5023 0.153 0.074 -0.144 -1.58
Br 7.8069 -2.5042 -0.5083 0.351 0.240 -0.098 0.49
Br 7.5911 0.4894 -1.6786 0.315 -0.220 0.034 0.54
Br 10.4320 -0.6736 -0.7467 -0.409 -0.113 -0.086 0.58
H 8.8712 -1.4721 -2.5068 -0.063 0.076 0.245 -0.02
C -8.6730 -2.9376 -3.2636 -0.173 -0.021 -0.054 -1.60
Br -9.0301 -3.8719 -4.9227 0.128 0.218 0.400 0.60
Br -8.8955 -4.0916 -1.7216 0.084 0.119 -0.353 0.63
Br -6.9309 -2.0852 -3.2827 -0.265 -0.155 -0.026 0.54
H -9.4138 -2.1448 -3.1776 0.197 -0.136 0.002 -0.07
C 1.3328 -1.9923 -3.9671 0.241 0.009 -0.384 -1.57
Br 0.8880 -3.4888 -5.1147 0.031 0.345 0.287 0.60
Br 1.2607 -0.3019 -4.9080 -0.055 -0.359 0.238 0.55
Br 0.2173 -1.9402 -2.3808 -0.126 -0.575 -0.668 0.61
H 2.3603 -2.1366 -3.6385 -0.268 0.021 0.044 -0.02
C 13.0798 -3.2622 3.0492 0.013 -0.169 0.082 -1.59
Br 14.3368 -2.2816 1.9462 -0.277 -0.132 0.201 0.57
Br 12.9100 -2.4798 4.8157 0.132 -0.108 -0.548 0.52
Br 11.3581 -3.4595 2.1781 0.292 0.056 0.116 0.52
H 13.4855 -4.2628 3.1814 -0.093 0.240 -0.059 -0.02
C -1.2848 3.1166 -5.9636 -0.124 0.089 0.111 -1.57
Br -1.6038 4.3573 -4.5085 0.067 -0.275 -0.221 0.55
Br 0.6102 2.8332 -6.2534 -0.283 0.032 -0.002 0.55
Br -2.2287 1.4418 -5.7086 0.163 0.270 -0.011 0.55
H -1.6848 3.5726 -6.8664 0.140 -0.142 0.171 -0.12
C 8.8239 -9.6402 5.2153 -0.095 -0.136 -0.097 -1.60
Br 10.2060 -10.8374 4.5728 -0.248 0.270 0.172 0.58
Br 8.3057 -10.0375 7.0387 0.125 0.085 -0.289 0.57
Br 9.3202 -7.7785 5.0068 0.014 -0.296 0.096 0.57
H 7.9457 -9.8049 4.5942 0.201 0.078 0.129 -0.05
C 11.7608 0.4640 7.9680 0.116 0.144 0.082 -1.58
Br 11.5893 -1.1621 9.0103 -0.013 0.224 -0.274 0.59
Br 13.2160 0.3501 6.6927 -0.324 0.116 0.354 0.55
Br 10.0901 0.9504 7.1124 0.292 -0.111 0.131 0.59
H 12.0070 1.2640 8.6627 -0.074 -0.201 -0.153 -0.03
C 2.6526 -8.6791 6.7448 0.035 -0.146 -0.130 -1.63
Br 4.4874 -9.2666 6.9612 -0.319 0.164 -0.026 0.55
Br 1.3899 -10.0889 7.1631 0.246 0.297 -0.029 0.58
Br 2.2893 -7.0630 7.7541 0.054 -0.230 -0.155 0.56
H 2.5189 -8.4335 5.6934 0.021 -0.033 0.289 -0.10
C 1.8144 6.5025 -5.8941 0.017 -0.046 -0.052 -1.63
Br 1.1588 7.3865 -4.2980 0.141 -0.122 -0.300 0.56
Br 0.6856 6.8585 -7.4309 0.150 0.017 0.352 0.52
Br 3.6715 6.9371 -6.2469 -0.317 0.237 0.267 0.55
H 1.7681 5.4315 -5.7066 -0.012 0.239 -0.048 -0.09
C -1.7534 3.5333 -10.6322 0.079 -0.110 -0.188 -1.58
Br -2.0830 4.7814 -9.1828 0.045 -0.146 -0.257 0.60
Br 0.1410 3.2318 -10.9087 -0.383 0.074 0.156 0.57
Br -2.7198 1.8713 -10.3836 0.199 0.319 0.042 0.57
H -2.1382 3.9930 -11.5400 0.064 -0.076 0.246 -0.02
C -8.2694 -3.1226 1.7969 -0.110 0.091 0.016 -1.61
Br -8.1009 -1.2315 1.4062 0.000 -0.447 -0.359 0.51
Br -6.5419 -3.9986 1.9006 -0.246 0.130 -0.011 0.55
Br -9.3303 -3.4361 3.3882 0.246 0.083 -0.261 0.58
H -8.8041 -3.5734 0.9637 0.169 0.138 0.220 -0.11
C -9.4378 -0.1377 -6.3765 0.021 -0.156 0.022 -1.61
Br -9.4899 -1.3251 -7.9070 -0.004 0.310 0.257 0.57
Br -8.6838 1.5911 -6.8279 -0.143 -0.258 0.125 0.58
Br -11.1779 0.0328 -5.5388 0.181 -0.074 -0.531 0.55
H -8.7739 -0.5922 -5.6427 -0.117 0.098 -0.157 -0.06
C 4.1391 4.9134 -9.9478 0.119 0.102 0.003 -1.59
Br 3.1008 4.2811 -8.4381 0.118 -0.281 -0.528 0.49
Br 4.7518 3.4506 -11.0624 -0.186 0.255 0.207 0.57
Br 3.1764 6.2477 -10.9722 0.127 -0.299 0.222 0.57
H 5.0248 5.3994 -9.5441 -0.215 -0.111 -0.086 -0.02
```
Positions in Å, forces in eV/Å.

The calculation puts the HOMO-LUMO gap at 6.77 eV. As for the spin multiplicity: 1. The total charge is +1.